Record 1
ORCA calculation (ωB97M-V/def2-TZVPD) on one molecule with the formula C11H12ClN.

relative energy (zero: lowest compared OMol25 entry of this formula, charge and spin)	0.00	kJ/mol
gap between HOMO and LUMO	9.717	eV

The geometry in ORCA input format:
```
! RIJCOSX wB97M-V def2-TZVPD def2/J DEFGRID3
* xyz 0 1
Cl 3.342 2.676 -2.280
N -0.306 -1.096 2.215
C 0.073 1.055 -0.657
C -1.279 1.313 -0.033
C -0.773 -1.141 -0.142
C -1.724 -0.082 0.494
C 0.333 -0.312 -0.741
C 0.989 1.993 -1.115
C -0.320 -1.984 1.059
C 1.526 -0.753 -1.311
C -1.509 -0.279 2.028
C 2.458 0.166 -1.786
C 2.172 1.529 -1.687
H 1.751 -1.800 -1.359
H -1.392 0.641 2.581
H -1.934 1.691 -0.804
H -1.277 2.063 0.749
H 0.634 -2.445 0.902
H 3.389 -0.158 -2.223
H -1.030 -2.809 1.243
H -1.245 -1.768 -0.914
H -2.799 -0.242 0.257
H 0.502 -0.493 2.137
H 0.772 3.074 -1.063
H -2.354 -0.840 2.450
*
```

---

Record 2
ORCA calculation (ωB97M-V/def2-TZVPD) on C11H12ClNO4S as an isolated structure.

relative energy (zero: lowest compared OMol25 entry of this formula, charge and spin)	494.12	kJ/mol
gap between HOMO and LUMO	8.827	eV

The geometry in ORCA input format:
```
! RIJCOSX wB97M-V def2-TZVPD def2/J DEFGRID3
* xyz 0 1
Cl -6.290 -0.792 -0.599
S 2.509 -1.427 -0.292
O -0.770 0.523 1.044
O 1.206 -1.613 0.320
O 3.529 -2.565 -0.458
O -0.034 0.873 -0.884
N 1.376 1.147 0.885
C -2.781 -1.052 1.050
C 2.322 -0.251 -1.741
C -4.721 -0.430 -0.042
C 0.238 0.755 0.213
C -4.142 -1.281 0.925
C 3.238 -0.294 0.979
C 2.741 0.861 -1.209
C -2.177 0.160 0.770
C -4.195 0.661 -0.419
C 2.616 0.871 0.285
C -2.846 1.115 -0.455
H 3.762 1.427 -1.301
H -4.671 1.063 -1.269
H 2.023 1.757 -1.651
H 3.033 1.901 0.916
H -2.298 1.862 -0.606
H 1.180 0.834 1.874
H 1.344 -0.464 -1.896
H 3.184 -0.849 -2.321
H 3.049 -0.446 1.833
H -2.133 -1.721 1.873
H -4.567 -2.312 1.254
H 4.275 -0.312 0.922
*
```

---

Record 3
ORCA calculation (ωB97M-V/def2-TZVPD) on C11H12CrI2NO as an isolated structure.

relative energy (zero: lowest compared OMol25 entry of this formula, charge and spin)	96.15	kJ/mol
gap between HOMO and LUMO (spin up / spin down)	4.656 / 6.088	eV
expectation value of S²	3.940

The geometry in ORCA input format:
```
! RIJCOSX wB97M-V def2-TZVPD def2/J DEFGRID3
* xyz 2 4
I 2.365 2.546 -1.781
I 3.573 4.547 -3.044
Cr -0.356 -0.461 0.680
O -1.022 -2.132 -0.284
N 1.364 -1.411 0.312
C 2.565 -0.942 0.721
C -2.143 0.832 1.120
C -1.638 0.295 2.319
C 2.477 -3.219 -0.776
C 3.747 -1.571 0.410
C 3.706 -2.730 -0.358
C 1.327 -2.541 -0.425
C -0.030 -3.026 -0.848
C 0.011 1.607 1.409
C -1.118 1.613 0.533
C -0.300 0.786 2.504
H -0.203 -4.041 -0.488
H -2.190 -0.277 3.052
H -0.110 -3.012 -1.937
H 2.556 -0.038 1.315
H 0.889 2.229 1.295
H -3.159 0.746 0.763
H 0.285 0.641 3.401
H -1.207 2.217 -0.360
H 4.682 -1.162 0.764
H 2.405 -4.122 -1.368
H -1.907 -2.471 -0.475
H 4.618 -3.251 -0.618
*
```

---

Record 4
ORCA calculation (ωB97M-V/def2-TZVPD) on C11H12F5N2O3Pd as an isolated structure.

relative energy (zero: lowest compared OMol25 entry of this formula, charge and spin)	84.65	kJ/mol
gap between HOMO and LUMO (spin up / spin down)	3.959 / 6.200	eV
expectation value of S²	2.009

The geometry in ORCA input format:
```
! RIJCOSX wB97M-V def2-TZVPD def2/J DEFGRID3
* xyz -1 3
Pd -0.345 0.177 0.228
F 0.891 -2.229 2.025
F -0.724 -4.540 -2.622
F -0.847 -1.888 -2.385
F 1.009 -4.884 1.748
F 0.203 -6.075 -0.566
O -3.438 0.084 0.689
O 3.854 2.209 -0.015
O 2.253 0.745 0.434
N 1.665 2.929 0.011
N 0.305 2.615 0.070
C -2.321 0.751 0.173
C -0.379 -2.575 -1.305
C 4.245 3.569 -0.134
C 0.139 -4.735 -0.436
C -3.302 -1.310 0.823
C 2.547 1.871 0.158
C 0.472 -2.739 0.833
C 0.549 -4.120 0.733
C -0.331 -3.950 -1.474
C 0.004 -1.914 -0.161
C -2.746 2.192 0.041
H -0.090 2.398 -0.839
H 1.934 3.622 -0.671
H -3.816 2.275 -0.188
H -3.920 -1.629 1.667
H -2.585 2.791 0.959
H 5.328 3.575 -0.052
H 3.813 4.176 0.663
H -3.643 -1.825 -0.082
H -0.218 3.334 0.545
H 3.971 3.982 -1.110
H -2.214 2.704 -0.769
H -2.263 -1.586 1.009
*
```